A structure of composition C17H15N5OSZn, computed with wB97M-V/def2-TZVPD.

```
40
Properties=species:S:1:pos:R:3:lowdin_charge:R:1
Zn -0.17 0.85 0.15 0.539
S 1.38 2.67 0.39 0.603
O -3.52 -1.13 -1.10 0.024
N 1.79 0.19 -0.29 0.012
N -1.02 1.27 -1.82 0.050
N 3.75 1.52 -0.17 0.063
N -1.77 -0.33 0.14 -0.057
N -0.35 0.22 2.29 0.053
C 1.71 -2.14 -0.88 -0.014
C -2.76 0.53 -3.26 0.006
C -2.53 -0.42 -0.94 -0.512
C -2.32 1.41 -4.24 -0.048
C -2.14 -1.10 1.29 -0.172
C -2.08 0.50 -2.06 -0.176
C 3.86 -0.80 -0.77 -0.021
C 0.43 0.60 3.31 -0.118
C -0.67 -0.91 4.78 -0.057
C 2.49 -0.89 -0.64 -0.321
C 0.30 0.06 4.57 -0.056
C 4.44 0.44 -0.52 -0.124
C -1.22 2.21 -3.99 -0.052
C -1.28 -0.71 2.47 -0.243
C 2.43 1.37 -0.06 -0.829
C -0.59 2.11 -2.76 -0.116
C -1.46 -1.30 3.72 -0.018
H 5.51 0.57 -0.60 0.110
H -3.19 -0.95 1.55 0.134
H -2.04 -2.18 1.12 0.133
H -0.79 -1.36 5.75 0.109
H 1.16 1.37 3.08 0.088
H 4.46 -1.65 -1.05 0.106
H 1.07 -2.01 -1.76 0.091
H 0.94 0.40 5.37 0.105
H 0.27 2.72 -2.50 0.095
H -2.23 -2.06 3.84 0.119
H -0.85 2.91 -4.73 0.105
H -2.83 1.46 -5.20 0.110
H 2.37 -2.99 -1.05 0.079
H -3.61 -0.12 -3.39 0.119
H 1.06 -2.35 -0.03 0.082
```

For the LUMO energy, the calculation gives 0.0167 hartree. As for the charge: 0. Its orbital gap is 8.60 eV.


A structure of composition C17H15N7O6Sc, computed with wB97M-V/def2-TZVPD.

```
46
Properties=species:S:1:pos:R:3:lowdin_charge:R:1
Sc -0.29 0.06 0.09 1.082
O -4.56 -4.09 -0.48 0.176
O -0.41 -1.92 0.36 -0.140
O -4.50 -4.18 -2.70 0.146
O -0.93 1.91 0.20 -0.150
O -1.21 -3.92 -0.34 0.162
O -1.75 3.69 1.33 0.114
N -1.20 1.80 2.45 0.020
N 0.91 0.34 -1.84 0.048
N -1.05 0.40 2.30 0.008
N -3.16 -0.12 -1.74 0.053
N 1.93 0.61 0.53 0.008
N 2.63 1.11 -0.36 0.153
N -2.11 -0.61 -1.07 0.000
C 2.14 -0.36 2.71 -0.043
C 2.89 1.37 -2.72 0.038
C -3.52 -2.28 -1.58 -0.044
C 3.15 1.81 2.30 0.000
C -1.25 -2.73 -0.25 -0.535
C 2.10 0.94 -1.67 -0.276
C 2.43 0.71 1.86 -0.249
C 3.31 0.77 4.46 -0.047
C -1.34 2.56 1.28 -0.670
C 0.48 0.14 -3.08 -0.078
C 1.22 0.52 -4.20 -0.012
C -2.32 -1.92 -0.96 -0.117
C 2.43 1.15 -4.01 -0.005
C -4.03 -1.09 -2.07 0.028
C 2.60 -0.33 4.01 -0.053
C 3.59 1.84 3.61 -0.045
C -4.22 -3.61 -1.52 -0.474
H 3.84 1.84 -2.50 0.131
H 3.35 2.63 1.62 0.120
H 3.67 0.80 5.48 0.116
H -3.25 0.88 -1.88 0.180
H 2.41 -1.16 4.67 0.117
H -0.48 -0.35 -3.19 0.114
H 3.03 1.47 -4.86 0.127
H 1.61 -1.22 2.32 0.114
H -1.92 -0.10 2.45 0.127
H -1.76 2.11 3.23 0.151
H -4.95 -0.87 -2.58 0.151
H -4.06 -3.72 -3.42 0.121
H 0.83 0.33 -5.18 0.122
H 4.14 2.69 3.97 0.117
H -0.38 0.06 2.99 0.096
```

For the LUMO energy, the calculation gives -0.1806 hartree. As for the charge: +1. Its orbital gap is 7.77 eV.


A structure of composition C17H16BN4O8, computed with wB97M-V/def2-TZVPD.

```
46
Properties=species:S:1:pos:R:3:lowdin_charge:R:1
O 3.12 -1.68 2.03 -0.023
O -0.89 0.70 4.28 -0.031
O 1.11 0.06 4.85 -0.004
O 0.39 1.33 0.73 0.091
O 2.86 -2.88 0.03 0.032
O -0.48 -1.80 -1.96 0.034
O 1.17 1.89 -1.54 0.127
O -1.18 1.73 -1.05 0.117
N -3.62 -2.79 0.39 0.129
N 2.34 -2.52 1.07 -0.183
N 0.05 -0.10 4.18 -0.347
N 2.40 -1.51 3.20 0.105
C 1.08 -2.52 1.56 -0.020
C 1.30 3.25 -1.13 -0.091
C -1.22 -1.31 2.51 0.020
C -1.34 -2.00 1.35 -0.200
C 1.13 -1.91 2.85 -0.165
C -0.06 -1.29 3.33 -0.106
C -0.17 -2.44 0.65 -0.132
C 0.26 5.08 0.11 -0.044
C -0.53 -2.67 -2.99 -0.326
C -0.60 -3.96 -2.52 -0.037
C -0.37 -2.66 -0.68 -0.330
C -0.52 -2.28 -4.42 -0.030
C 0.41 2.70 1.20 -0.058
C 0.10 3.61 -0.11 -0.369
C -0.62 -3.94 -1.13 0.002
C -2.62 -2.34 0.76 -0.187
C -1.30 3.13 -0.74 -0.057
B 0.14 1.60 -0.65 -0.877
H 0.46 -1.78 -0.51 0.236
H -1.87 -0.44 2.71 0.132
H -0.57 -4.81 -3.19 0.099
H -2.15 3.23 -0.02 0.148
H -0.60 -4.64 -0.30 0.133
H -1.54 3.68 -1.67 0.138
H 1.25 3.91 -2.02 0.140
H -0.45 5.42 0.86 0.090
H 0.06 5.56 -0.86 0.091
H 1.28 5.25 0.47 0.097
H 2.30 3.34 -0.65 0.148
H -1.35 -1.72 -4.86 0.079
H -0.62 -3.26 -4.92 0.072
H 1.40 2.87 1.67 0.142
H 0.39 -1.90 -4.91 0.081
H -0.30 2.79 2.04 0.133
```

For the LUMO energy, the calculation gives 0.0863 hartree. As for the charge: -1. Its orbital gap is 5.94 eV.


The molecule C17H16BrNO3, computed with wB97M-V/def2-TZVPD.

```
38
Properties=species:S:1:pos:R:3:lowdin_charge:R:1
Br -3.52 -3.63 1.48 0.589
O 2.47 0.82 -0.88 -0.123
O 1.94 6.19 -4.27 0.022
O 2.36 -2.56 3.10 -0.095
N 0.65 2.12 -1.15 0.094
C -1.00 -2.24 1.21 -0.098
C 0.94 7.36 -4.59 0.118
C 1.09 0.96 -0.79 -0.390
C 0.50 0.05 0.12 -0.127
C 1.01 -0.90 0.69 -0.071
C 0.09 5.12 -3.16 -0.006
C 2.51 4.34 -3.35 0.017
C 3.15 -1.40 2.73 0.001
C -1.00 -3.94 2.97 -0.206
C 1.10 -2.57 2.61 -0.147
C 0.74 3.34 -1.85 -0.192
C 2.21 3.23 -2.54 0.113
C 0.22 -2.02 1.47 -0.127
C 0.32 -3.75 3.09 -0.014
C 1.45 5.27 -3.55 -0.317
C -0.15 4.22 -2.19 -0.097
C -1.55 -3.43 1.91 -0.536
H 4.07 -1.61 3.28 0.112
H 0.68 7.77 -3.91 -0.049
H 3.09 2.57 -2.17 0.129
H 2.60 -0.68 2.53 -0.007
H -1.60 -4.66 3.44 0.101
H 3.38 4.42 -3.69 0.036
H 1.46 7.92 -5.26 0.084
H -0.38 5.91 -3.06 0.021
H -0.48 0.39 0.60 0.156
H 0.07 7.10 -5.00 0.076
H 3.48 -1.79 1.62 0.142
H -1.32 -1.84 0.39 0.058
H -1.12 4.09 -1.79 0.115
H 2.06 -1.28 0.14 0.190
H -0.56 2.17 -0.80 0.249
H 0.94 -4.34 4.03 0.181
```

For the LUMO energy, the calculation gives 0.0036 hartree. As for the charge: 0. As for the structure (SMILES): COc1ccc(NC(=O)/C=C/c2cc(Br)ccc2OC)cc1. Its orbital gap is 7.93 eV.


A structure of composition C17H16Cl2N6O2S, computed with wB97M-V/def2-TZVPD.

```
44
Properties=species:S:1:pos:R:3:lowdin_charge:R:1
Cl -1.56 -2.77 1.01 0.642
Cl 1.80 0.70 -1.67 0.753
S 1.93 3.06 4.34 0.751
O 3.06 2.16 4.66 -0.329
O 2.19 4.19 3.43 -0.320
N 0.44 2.24 4.07 -0.190
N -0.85 -4.06 -5.98 0.067
N -0.53 -3.28 -3.93 0.109
N -1.04 -1.28 -8.05 0.117
N -0.59 -1.78 -5.78 0.212
N -1.18 -3.49 -7.13 0.043
C 1.01 0.24 2.85 0.024
C -0.50 1.80 1.90 -0.016
C -0.55 2.46 5.08 -0.226
C 0.86 -0.58 1.68 0.001
C -0.73 -2.19 -0.52 -0.509
C 0.53 -1.42 -2.83 -0.036
C 1.44 3.77 5.88 -0.214
C -0.29 -2.53 -2.81 -0.229
C 0.26 1.41 2.96 -0.308
C -0.58 -3.00 -5.23 -0.463
C -0.54 1.14 0.67 -0.035
C 0.01 -0.12 0.62 -0.293
C 0.70 -0.62 -1.72 -0.578
C 0.10 3.10 6.26 -0.203
C -0.88 -2.92 -1.62 -0.070
C -0.09 -0.94 -0.59 -0.245
C -0.89 -2.16 -7.00 -0.447
H -1.08 2.75 1.85 0.134
H -1.57 -3.73 -1.48 0.103
H -0.91 -0.25 -7.80 0.130
H -0.98 1.45 5.37 0.149
H -1.73 -1.45 -8.76 0.086
H -1.18 1.29 -0.23 0.144
H -1.09 -4.15 -3.72 0.176
H 0.27 2.18 6.88 0.127
H 1.80 0.09 3.64 0.125
H 1.13 -1.24 -3.66 0.091
H 1.37 -1.53 1.46 0.121
H -0.56 3.81 6.83 0.131
H 2.20 3.72 6.65 0.108
H -1.17 -4.05 -7.95 0.143
H 1.29 4.81 5.59 0.102
H -1.36 3.15 4.78 0.121
```

For the LUMO energy, the calculation gives 0.0216 hartree. As for the charge: 0. Its orbital gap is 8.29 eV.


The molecule C17H16ClNO2, computed with wB97M-V/def2-TZVPD.

```
37
Properties=species:S:1:pos:R:3:lowdin_charge:R:1
Cl -7.67 -0.07 -0.05 0.678
O 2.37 3.93 0.32 0.050
O 3.71 -1.33 0.87 0.045
N -1.10 0.78 0.00 0.046
C -5.95 -0.21 0.00 -0.676
C -1.68 -0.54 0.08 -0.153
C 3.02 1.63 0.37 -0.060
C 2.01 2.77 0.26 -0.434
C 0.22 1.08 0.08 -0.247
C 5.17 -2.22 -0.54 -0.063
C 2.57 0.41 -0.43 -0.233
C -5.33 -0.80 1.09 -0.098
C -3.82 0.15 -1.03 -0.037
C -5.20 0.27 -1.07 -0.097
C 1.20 -0.05 0.08 -0.072
C 0.63 2.37 0.13 0.014
C 3.57 -0.70 -0.32 -0.264
C 4.68 -2.24 0.73 -0.119
C -3.96 -0.91 1.12 -0.030
C 4.45 -1.21 -1.22 -0.018
C -3.19 -0.44 0.06 -0.221
H -5.68 0.72 -1.91 0.106
H 4.57 -0.91 -2.24 0.109
H -3.48 -1.37 1.97 0.115
H -3.23 0.51 -1.85 0.121
H 1.30 -0.44 1.10 0.142
H 5.95 -2.84 -0.94 0.099
H 2.49 0.68 -1.48 0.164
H -5.93 -1.17 1.91 0.106
H -1.36 -1.05 1.00 0.126
H -1.36 -1.15 -0.77 0.128
H 0.83 -0.87 -0.55 0.125
H 3.99 1.99 0.04 0.133
H 3.10 1.36 1.43 0.139
H 4.93 -2.84 1.58 0.118
H -0.09 3.17 0.11 0.116
H -1.74 1.55 0.07 0.141
```

For the LUMO energy, the calculation gives 0.0183 hartree. As for the charge: 0. As for the structure (SMILES): O=C1C=C(NCc2ccc(Cl)cc2)C[C@H](c2ccco2)C1. Its orbital gap is 8.79 eV.


The molecule C17H16F2N2OS2, computed with wB97M-V/def2-TZVPD.

```
40
Properties=species:S:1:pos:R:3:lowdin_charge:R:1
S -3.02 -2.69 -1.15 0.622
S 3.45 -1.38 0.89 0.955
F 0.78 6.55 -1.49 0.095
F 1.38 4.45 -1.84 0.098
O -0.60 4.91 -0.74 0.041
N -0.67 -1.75 -0.88 0.000
N -2.60 -0.27 -0.30 0.037
C -1.08 2.76 -1.87 0.021
C -0.16 -3.23 1.50 -0.016
C 0.37 -1.24 0.00 -0.295
C -1.58 1.43 -1.72 0.012
C 0.21 -4.18 2.47 -0.076
C 2.14 -2.38 1.47 -0.496
C 2.63 -0.10 -0.15 -0.439
C 0.81 -2.33 0.99 -0.152
C -2.18 1.04 -0.50 -0.260
C 1.53 -4.24 2.92 -0.075
C 2.49 -3.36 2.40 -0.114
C -2.21 1.97 0.57 0.007
C -2.03 -1.43 -0.76 -0.855
C -1.67 3.26 0.43 -0.001
C 0.32 5.30 -1.77 -0.385
C 1.52 -0.78 -0.91 -0.231
C -1.14 3.66 -0.77 -0.270
H -1.22 -3.21 1.20 0.096
H -0.68 3.02 -2.81 0.088
H -3.58 -0.35 -0.09 0.117
H 1.82 -1.72 -1.42 0.136
H -1.57 0.68 -2.48 0.111
H -1.66 3.99 1.25 0.130
H 1.79 -5.00 3.61 0.089
H 3.46 -3.44 2.84 0.094
H 2.21 0.73 0.45 0.096
H -2.55 1.68 1.53 0.104
H 1.19 -0.01 -1.62 0.114
H -0.26 5.32 -2.73 0.178
H -0.49 -4.82 2.93 0.088
H 3.34 0.30 -0.85 0.072
H -0.53 -2.72 -1.18 0.114
H 0.03 -0.41 0.61 0.151
```

For the LUMO energy, the calculation gives 0.0165 hartree. As for the charge: 0. As for the structure (SMILES): FC(F)Oc1ccc(NC(=S)N[C@@H]2CCSc3ccccc32)cc1. Its orbital gap is 8.55 eV.


A structure of composition C17H16F7IN6ReS4Sb, computed with wB97M-V/def2-TZVPD.

```
53
Properties=species:S:1:pos:R:3:mulliken_spin:R:1
Re 0.09 -2.23 0.28 1.842
I -3.10 -0.79 -1.02 0.015
Sb 3.85 -1.91 0.67 0.005
S 1.16 0.89 2.10 -0.013
S 0.23 2.68 4.41 -0.001
S -1.56 4.89 5.26 0.000
S -0.34 0.01 0.90 -0.020
F 2.17 -2.76 1.21 0.007
F 4.76 -3.44 1.24 0.000
F 3.95 -1.11 2.36 0.000
F 5.43 -1.09 0.09 0.000
F 2.76 -0.46 0.10 0.002
F -0.39 -3.20 1.88 0.076
F 3.54 -2.68 -1.04 0.001
N -0.06 2.03 -0.81 -0.014
N -0.63 2.89 2.03 0.001
N 0.76 -3.82 -0.90 0.035
N 0.60 -1.32 -1.52 -0.056
N 0.47 0.04 -1.76 0.019
N -1.27 3.84 2.77 -0.001
C -3.15 3.93 1.24 -0.001
C -3.25 6.69 1.51 0.000
C -4.08 4.66 0.53 0.000
C -1.85 -2.47 -0.40 -0.057
C 1.20 -3.49 -2.12 0.081
C -2.26 4.60 2.08 0.000
C -2.30 5.98 2.22 0.000
C 1.10 -2.05 -2.46 0.027
C -4.14 6.04 0.66 0.000
C 1.42 -6.07 -1.27 0.006
C -0.96 3.92 4.09 0.000
C 0.18 2.20 2.76 0.004
C 0.87 -5.08 -0.47 0.002
C 1.60 -1.53 -3.76 -0.003
C 1.87 -5.74 -2.53 0.001
C 1.77 -4.43 -2.97 0.012
C 0.08 0.71 -0.73 0.002
H -0.40 2.56 -0.01 0.003
H -1.91 -3.12 -1.28 0.006
H 1.50 -7.08 -0.89 0.002
H 2.32 -6.49 -3.17 0.000
H 1.26 -2.16 -4.58 0.003
H 2.69 -1.55 -3.75 0.008
H 0.52 -5.27 0.54 -0.002
H -2.41 -2.92 0.41 0.001
H -3.29 7.77 1.61 0.000
H 1.26 -0.51 -3.92 0.001
H -4.88 6.61 0.11 0.000
H 2.14 -4.13 -3.93 0.002
H -3.11 2.85 1.16 0.001
H 0.17 2.49 -1.67 0.001
H -1.61 6.48 2.87 0.000
H -4.78 4.14 -0.12 0.000
```

For the LUMO energy (spin up / spin down), the calculation gives -0.0453 / -0.0583 hartree. As for the charge: 0. As for the multiplicity: 3. Its orbital gap (spin up / spin down) is 7.26 / 6.39 eV.


The molecule C17H16FN5O2, computed with wB97M-V/def2-TZVPD.

```
41
Properties=species:S:1:pos:R:3:lowdin_charge:R:1
F -5.23 -3.62 -2.39 0.047
O -2.23 -0.86 1.26 -0.028
O 0.18 0.11 -0.13 0.137
N 1.99 0.14 -1.62 0.089
N -1.18 1.64 -0.99 0.197
N 0.70 1.57 2.69 0.059
N 0.51 3.01 -3.80 0.148
N 2.55 1.41 1.51 -0.085
C -3.98 -3.56 -0.39 -0.008
C -2.98 -1.47 0.30 -0.263
C -4.49 -2.91 -1.50 -0.286
C 0.79 0.62 -1.22 -0.260
C 4.02 0.39 -0.21 -0.152
C 2.64 0.50 2.52 -0.071
C 1.48 0.61 3.24 -0.134
C 2.89 -0.52 -0.71 -0.172
C -1.91 0.51 1.11 -0.101
C -3.51 -0.84 -0.83 -0.006
C 3.52 1.67 0.48 -0.136
C -3.22 -2.83 0.51 0.001
C 1.36 2.03 1.67 -0.181
C -0.05 1.58 -1.77 -0.233
C -4.27 -1.57 -1.73 -0.001
C -1.01 0.78 -0.05 -0.323
C 0.21 2.37 -2.88 -0.184
H 3.05 2.33 -0.26 0.127
H -4.68 -1.10 -2.61 0.120
H -2.81 1.13 1.00 0.144
H 4.38 2.20 0.90 0.130
H -4.17 -4.61 -0.23 0.118
H 2.40 0.62 -2.41 0.153
H 3.50 -0.14 2.65 0.114
H 4.65 0.68 -1.05 0.115
H 1.02 2.82 1.02 0.137
H 1.17 0.06 4.10 0.098
H -3.34 0.20 -1.02 0.101
H -2.81 -3.29 1.39 0.120
H 3.33 -1.38 -1.22 0.124
H 2.29 -0.89 0.13 0.118
H -1.38 0.78 2.03 0.116
H 4.63 -0.19 0.48 0.108
```

For the LUMO energy, the calculation gives 0.0149 hartree. As for the charge: 0. As for the structure (SMILES): N#Cc1nc(COc2ccc(F)cc2)oc1NCCCn1ccnc1. Its orbital gap is 8.87 eV.


The molecule C17H16N2O7S2, computed with wB97M-V/def2-TZVPD.

```
44
Properties=species:S:1:pos:R:3:lowdin_charge:R:1
S 1.13 3.65 -1.63 0.720
S 3.20 0.99 2.74 0.784
O -2.24 -0.75 -4.55 0.048
O 1.75 4.93 -1.11 -0.302
O -0.24 3.70 -2.06 -0.273
O 1.45 -1.17 1.81 0.017
O 4.09 -0.21 2.88 -0.334
O 2.00 3.38 -2.98 -0.159
O 3.97 2.27 2.98 -0.373
N 2.23 0.97 4.18 -0.044
N -0.15 0.95 -2.13 0.055
C 2.18 1.03 1.21 -0.189
C -3.56 -0.98 -4.31 -0.157
C -2.15 -3.18 2.87 -0.069
C 1.39 2.14 -0.79 -0.182
C -2.58 -0.57 -2.34 0.001
C -0.97 -1.14 2.26 -0.023
C 0.70 0.87 -1.07 -0.193
C 0.18 -3.27 2.17 -0.008
C 2.12 2.14 0.39 -0.027
C -0.24 -0.06 -3.12 -0.095
C 0.22 -1.86 2.04 -0.209
C -2.19 -1.79 2.49 -0.054
C -1.68 -0.45 -3.33 -0.248
C 1.51 -0.16 0.87 -0.226
C -0.96 -3.91 2.66 -0.096
C 0.82 -0.21 -0.31 0.046
C -3.91 -0.88 -3.02 -0.023
H 2.83 0.54 4.85 0.044
H -4.90 -0.80 -2.67 0.084
H 0.21 -1.01 -2.84 0.139
H -3.10 -1.25 2.54 0.091
H -0.71 -4.91 3.07 0.117
H -0.96 -0.04 2.22 0.133
H 2.07 1.88 4.45 0.010
H 1.07 -3.90 2.16 0.118
H -0.16 1.80 -2.63 0.076
H 0.15 0.36 -3.95 0.103
H -4.26 -1.06 -5.10 0.116
H -2.43 -0.42 -1.27 0.107
H 2.25 4.23 -3.34 0.080
H 2.64 3.03 0.82 0.143
H -2.93 -3.80 3.33 0.104
H 0.17 -1.07 -0.44 0.147
```

For the LUMO energy, the calculation gives -0.0125 hartree. As for the charge: 0. As for the structure (SMILES): NS(=O)(=O)c1cc(S(=O)(=O)O)c(NCc2ccco2)cc1Oc1ccccc1. Its orbital gap is 8.66 eV.


The molecule C17H16N2S, computed with wB97M-V/def2-TZVPD.

```
36
Properties=species:S:1:pos:R:3:lowdin_charge:R:1
S 0.25 1.26 1.13 0.993
N 1.06 -1.06 2.28 0.061
N -0.89 -1.23 1.24 -0.030
C 2.94 0.76 0.61 -0.212
C 1.70 1.08 -3.48 -0.095
C -1.91 -0.22 -0.72 -0.035
C 2.01 1.57 1.49 -0.433
C 0.17 -0.43 1.57 -0.625
C -4.29 -0.32 -1.01 -0.088
C 1.87 -0.19 -1.45 -0.067
C 2.38 2.12 -2.88 -0.084
C 0.58 -2.33 2.43 -0.137
C -0.62 -2.45 1.81 -0.062
C 2.55 0.86 -0.84 -0.273
C 2.80 2.01 -1.56 -0.046
C -3.28 -1.31 0.93 -0.016
C -4.41 -1.02 0.18 -0.080
C -2.03 -0.91 0.48 -0.215
C -3.04 0.08 -1.46 -0.069
C 1.45 -0.08 -2.77 -0.092
H 2.17 1.35 2.55 0.074
H 2.91 -0.28 0.94 0.094
H -2.94 0.61 -2.39 0.107
H 1.14 -3.06 2.98 0.095
H 1.37 1.17 -4.50 0.099
H 2.12 2.64 1.32 0.073
H 0.92 -0.89 -3.23 0.104
H -1.29 -3.28 1.70 0.113
H 2.59 3.03 -3.43 0.101
H -5.17 -0.10 -1.59 0.102
H 3.34 2.83 -1.10 0.114
H 1.68 -1.10 -0.90 0.115
H -0.93 0.08 -1.07 0.078
H 3.96 1.14 0.76 0.119
H -5.38 -1.33 0.53 0.104
H -3.37 -1.84 1.87 0.115
```

For the LUMO energy, the calculation gives 0.0289 hartree. As for the charge: 0. As for the structure (SMILES): c1ccc(CCSc2nccn2-c2ccccc2)cc1. Its orbital gap is 8.66 eV.


Number 1: maximum force 0.1 eV/A. Number 2: maximum force 0.4 eV/A. Number 3: maximum force 5.7 eV/A. Number 4: maximum force 18.6 eV/A. Number 5: maximum force 4.3 eV/A. Number 6: maximum force 1.0 eV/A. Number 7: maximum force 2.7 eV/A. Number 8: maximum force 0.7 eV/A. Number 9: maximum force 1.6 eV/A. Number 10: maximum force 6.2 eV/A. Number 11: maximum force 0.7 eV/A.